Record 1
Formula: C22H43Cl2N6O2P2
Source: OMol25
Level of theory: the ωB97M-V functional and the def2-TZVPD basis

Each line ends with the Mulliken charge.
Geometry (Å):
O: -3.60891 0.83512 -1.82395  -0.503
P: -2.13347 1.78972 -2.07880  0.345
Cl: -2.24272 3.31476 -0.60491  -0.229
C: -0.71165 0.52889 -1.71136  -0.370
C: -0.88481 -0.67918 -2.80959  -0.740
N: -0.64716 -0.22353 -4.26476  -0.311
C: 0.72207 0.48925 -4.29067  0.198
N: 1.65137 -0.04345 -5.14452  -0.071
C: 3.04133 0.54260 -5.21603  -1.034
C: 3.83176 0.09733 -3.82233  0.808
C: 5.43752 -0.17516 -4.03219  -0.691
C: 6.21377 0.74969 -2.88031  0.382
C: 5.73628 0.58236 -1.30533  -0.278
C: 6.36699 1.45242 -0.06105  -0.462
C: 7.54897 2.55259 -0.45265  -0.432
C: 8.05860 2.68271 -2.02470  -0.312
C: 7.41658 1.80158 -3.25382  -0.500
N: 0.88330 1.63732 -3.33887  -0.215
C: 0.80320 1.21538 -1.89217  0.021
C: 1.11896 2.39288 -0.79731  -0.608
C: 2.58944 1.99807 -0.10464  -0.160
C: 3.04047 3.23802 0.91749  -0.429
Cl: 1.85257 3.41281 2.33049  -0.198
H: -3.42099 0.22191 -1.03232  0.342
H: -0.79012 0.12245 -0.61355  0.482
H: -0.21298 -1.60509 -2.52773  0.306
H: -2.01938 -1.03301 -2.73435  0.381
H: -0.48431 -1.14808 -4.76678  0.345
H: 1.44685 -0.87847 -5.77009  0.318
H: 3.64924 0.25458 -6.18686  0.414
H: 3.02291 1.73550 -5.20249  0.274
H: 3.56847 0.92086 -3.03103  -0.556
H: 3.33625 -0.93112 -3.47840  0.227
H: 5.81264 0.03321 -5.12144  0.394
H: 5.68988 -1.31698 -3.79613  0.244
H: 4.86209 -0.18967 -1.06430  0.293
H: 5.96617 1.30717 1.03400  0.449
H: 7.99251 3.19975 0.43155  0.302
H: 8.90815 3.45465 -2.31526  0.285
H: 7.75107 1.86488 -4.37740  0.266
H: 1.67155 2.27728 -3.54962  0.419
H: 1.58352 0.32225 -1.75604  0.257
H: 0.35568 2.40550 0.09204  0.320
H: 1.25341 3.42053 -1.34520  0.218
H: 3.36218 2.02189 -1.00416  -0.086
H: 2.54046 0.95451 0.43757  0.266
H: 3.03961 4.21080 0.23084  0.311
H: 4.14713 3.05314 1.30990  0.303
O: -3.04831 -1.71937 1.67656  -0.815
P: -4.16569 -1.36957 2.68964  0.716
N: -3.08535 -1.60568 3.99345  0.202
C: -3.28155 -2.26833 5.26839  -0.866
C: -2.08834 -0.54170 4.15078  -0.986
N: -5.02353 -2.82067 2.31698  0.184
C: -4.72286 -4.08911 2.96706  -1.083
C: -5.13283 -3.09826 0.87217  -1.031
N: -5.45029 -0.96742 3.85433  0.043
C: -5.38555 0.35675 4.45657  -1.056
C: -6.46145 -1.80985 4.46075  -0.839
H: -3.85983 -1.66323 5.97425  0.242
H: -2.31962 -2.48630 5.74942  0.392
H: -3.75511 -3.24011 5.17881  0.181
H: -2.52116 0.33850 4.63568  0.318
H: -1.68847 -0.22568 3.18166  0.199
H: -1.22539 -0.87096 4.74003  0.363
H: -3.66429 -4.33296 2.93595  0.295
H: -5.27875 -4.92360 2.51202  0.389
H: -5.06418 -4.09728 3.99977  0.283
H: -4.21356 -3.55242 0.47836  0.319
H: -5.33288 -2.17609 0.31203  0.320
H: -5.96251 -3.78332 0.66342  0.331
H: -4.89796 0.33059 5.43514  0.305
H: -6.38008 0.79931 4.58033  0.406
H: -4.82166 1.04198 3.81290  0.301
H: -6.04639 -2.45038 5.24240  0.280
H: -6.98533 -2.42923 3.72695  0.278
H: -7.25349 -1.21625 4.93344  0.344

The multiplicity is 1. As for the orbital gap: 0.215 Ha. The HOMO energy comes out at -0.3526 Eh. Its LUMO energy is -3.7 eV. Its total charge is +1.

---

Record 2
Formula: C22H43CrN2P3Se
Source: OMol25
Level of theory: the ωB97M-V functional and the def2-TZVPD basis

Each line ends with the Mulliken charge.
Geometry (Å):
Cr: -0.22792 -0.00370 -0.11938  -0.411
P: -1.72810 -1.75140 0.33579  0.916
P: 1.54883 -0.18551 1.59682  1.297
P: 1.18714 -1.24820 -1.50211  0.965
H: -3.38863 3.74794 -6.14803  0.278
C: -3.52941 2.77391 -6.62006  -0.438
C: -3.94503 1.72930 -5.85824  -0.490
H: -4.30251 1.83606 -4.83656  0.280
C: -3.33157 -1.32518 1.08240  -1.195
C: -1.06645 -3.10840 1.37689  -1.196
C: -2.27888 -2.56658 -1.19954  -1.322
C: 2.78699 1.13643 1.42919  -1.468
C: 1.04293 0.01237 3.33526  -1.361
C: 2.54706 -1.69657 1.66409  -1.312
C: 0.53671 -1.10002 -3.20040  -1.042
C: 1.48069 -3.05442 -1.35565  -1.226
C: 2.85502 -0.54545 -1.74157  -1.017
H: -3.30917 2.76900 -7.72668  0.256
H: -3.96426 0.70902 -6.23564  0.242
H: -3.76494 -0.46122 0.56244  0.374
H: -3.21643 -1.05762 2.13998  0.376
H: -4.00865 -2.18673 0.98232  0.534
H: -0.72430 -2.71716 2.34952  0.289
H: -0.22527 -3.62627 0.88914  0.323
H: -1.89409 -3.81836 1.53608  0.509
H: -2.70836 -1.81199 -1.87465  0.448
H: -3.06224 -3.26884 -0.87859  0.505
H: -1.47591 -3.10299 -1.72140  0.354
H: 3.49609 1.05992 2.26110  0.518
H: 2.26666 2.09785 1.48105  0.395
H: 3.33036 1.08787 0.48193  0.333
H: 1.93054 0.01598 3.98619  0.573
H: 0.38619 -0.81466 3.62523  0.359
H: 0.50833 0.95834 3.45644  0.420
H: 3.20191 -1.57781 2.53481  0.535
H: 3.16958 -1.84231 0.77409  0.409
H: 1.91848 -2.58219 1.81575  0.355
H: 1.24175 -1.59305 -3.88679  0.510
H: 0.45469 -0.03569 -3.46062  0.278
H: -0.45117 -1.57244 -3.26716  0.337
H: 2.14545 -3.33936 -2.18726  0.512
H: 0.55209 -3.63670 -1.43986  0.376
H: 1.97394 -3.32078 -0.41019  0.329
H: 3.34241 -1.09573 -2.56122  0.541
H: 3.48270 -0.62147 -0.84580  0.289
H: 2.76134 0.51356 -2.01804  0.260
C: 0.71629 3.09411 -2.97879  0.647
C: -0.55957 2.73612 -3.44627  -0.252
C: -0.91893 3.04323 -4.75191  -0.290
C: 0.01813 3.57382 -5.64240  -0.224
C: 1.33092 3.81052 -5.20530  -0.625
C: 1.70699 3.55791 -3.88182  -0.521
Se: 1.01368 2.81352 -1.09746  0.226
H: 0.34695 1.41020 -1.43257  -0.614
H: -1.25385 2.20700 -2.77844  0.211
H: -1.94567 2.82830 -5.03103  -0.275
H: -0.26277 3.77405 -6.67739  0.448
H: 2.04670 4.19958 -5.92609  0.409
H: 2.74151 3.68855 -3.54192  0.450
N: -3.47612 4.37317 3.02474  -0.427
C: -2.87568 3.37374 2.32703  0.943
C: -2.25308 2.31414 3.02213  -1.359
C: -1.67689 1.29303 2.28712  -0.816
N: -1.49923 1.37214 0.94445  0.931
C: -2.13203 2.35967 0.25442  -0.531
C: -2.84425 3.35363 0.90662  -0.845
H: -3.49962 4.40168 4.03786  0.222
H: -3.95383 5.13369 2.56529  0.216
H: -2.21335 2.26450 4.10672  0.417
H: -1.33826 0.36959 2.76815  1.028
H: -2.03681 2.37722 -0.83483  0.425
H: -3.34232 4.14050 0.33605  0.412

The multiplicity is 4. As for the orbital gap (alpha / beta): 0.160 / 0.210 Ha. The relative energy (zero: lowest compared OMol25 entry of this formula, charge and spin) comes out at 0.0 kJ/mol. The HOMO energy (alpha / beta) comes out at -0.5760 / -0.5760 Eh. Its LUMO energy (alpha / beta) is -11.3 / -9.9 eV. Its total charge is +3.

---

Record 3
Formula: C22H43F7N5O9P
Source: OMol25
Level of theory: the ωB97M-V functional and the def2-TZVPD basis

Each line ends with the Mulliken charge.
Geometry (Å):
C: 1.66025 -5.07898 1.37659  -1.285
C: 2.38762 -3.73040 1.33252  -0.535
C: 1.72960 -2.72237 0.37996  -0.424
N: 1.45302 -1.47936 1.08619  -0.398
N: 0.57552 -0.58267 0.48437  1.177
C: 1.15778 0.42611 -0.38441  -1.486
C: 0.90407 0.25546 -1.89244  -2.196
O: 0.83439 -1.12729 -2.15290  -0.076
C: 1.55966 -1.56517 -3.28224  -0.668
C: 1.23284 -0.92037 -4.62678  -0.878
O: -0.13436 -0.64038 -4.76236  -0.208
C: -0.40130 -0.13909 -6.06651  -0.336
C: -1.77828 0.46959 -6.14559  -1.166
C: 0.98636 1.86317 0.18861  2.120
C: 1.89011 1.87564 1.45107  -2.354
O: 3.23754 2.06144 1.01192  -0.500
C: 4.20451 1.57324 1.83695  0.899
F: 3.91181 1.79727 3.13678  -0.274
F: 5.35187 2.14628 1.52885  -0.250
F: 4.32067 0.22678 1.70112  -0.258
C: 1.48660 3.06015 -0.67484  -1.569
C: 0.59854 3.86682 -1.64855  -0.462
O: -0.76963 3.95999 -1.25542  -0.654
C: 0.62916 3.52254 -3.15269  0.752
F: 0.47822 4.66370 -3.85602  -0.321
F: 1.81406 2.98113 -3.50236  -0.287
F: -0.34600 2.67914 -3.53966  -0.253
N: -0.39990 2.07817 0.74413  0.280
C: -1.37893 0.88872 0.71931  -0.848
C: -2.15954 0.90504 -0.60786  -0.973
C: -2.42735 -0.37587 -1.37319  -0.519
F: -2.91807 0.04336 -2.60758  -0.373
C: -0.63754 -0.31482 1.27155  1.382
C: -0.39510 -0.10322 2.80337  -1.804
C: -1.57034 -0.45024 3.73271  0.379
O: -2.77411 0.15925 3.30569  -0.488
C: -1.25161 -0.12971 5.23075  -1.014
N: -2.30698 0.50492 5.98436  -0.655
P: -1.63009 -1.91654 1.29549  0.002
O: -0.90603 -2.92440 2.11649  -0.702
H: 2.34421 -5.87056 1.68385  0.407
H: 0.85947 -5.03987 2.11262  0.268
H: 1.23629 -5.33945 0.40745  0.317
H: 3.44359 -3.86113 1.09503  0.485
H: 2.34711 -3.29956 2.33622  0.215
H: 2.39780 -2.54761 -0.47315  0.203
H: 0.79057 -3.12045 0.00898  0.259
H: 2.29361 -1.04566 1.44456  0.304
H: 2.23775 0.28019 -0.29747  1.124
H: 1.77650 0.67594 -2.40265  0.949
H: 0.00595 0.73206 -2.26808  -0.102
H: 2.63442 -1.40611 -3.11610  0.362
H: 1.40689 -2.64250 -3.32821  0.528
H: 1.55337 -1.62608 -5.40435  0.483
H: 1.82371 -0.00530 -4.77709  0.347
H: 0.35429 0.60678 -6.34198  0.324
H: -0.32224 -0.96540 -6.78319  0.350
H: -1.89397 1.29018 -5.44219  0.201
H: -1.93392 0.85832 -7.15367  0.416
H: -2.55408 -0.26588 -5.94146  0.312
H: 1.63253 2.71605 2.10313  0.707
H: 1.80159 0.93658 1.98962  0.762
H: 2.37184 2.70595 -1.19947  0.387
H: 1.86977 3.80784 0.02216  0.637
H: 1.00486 4.87931 -1.65605  0.524
H: -0.94087 4.84846 -0.92920  0.328
H: -0.86801 2.85528 0.27096  0.746
H: -0.32145 2.34101 1.72595  0.798
H: -2.09837 1.15372 1.48852  0.917
H: -1.68237 1.57287 -1.32087  -0.043
H: -3.12666 1.37016 -0.40526  0.723
H: -1.53967 -0.98132 -1.54263  0.255
H: -3.20509 -0.98070 -0.90648  0.379
H: -0.09576 0.92867 3.05248  0.456
H: 0.45032 -0.73128 3.08881  0.248
H: -1.75305 -1.52243 3.71085  0.463
H: -2.74230 1.10707 3.45846  0.354
H: -0.34144 0.47305 5.31343  0.443
H: -1.03593 -1.07998 5.71935  0.382
H: -3.16529 -0.03415 5.92903  0.342
H: -2.48652 1.45365 5.69393  0.226
H: -2.92888 -1.58456 1.72450  0.099
H: -1.76764 -2.41247 -0.00779  0.247
N: -4.51845 -2.26590 4.03671  1.115
O: -4.67758 -1.51916 5.02835  -0.688
O: -5.03455 -1.96010 2.93518  -0.676
O: -3.82137 -3.29255 4.12981  -0.656

The multiplicity is 1. As for the orbital gap: 0.191 Ha. The HOMO energy comes out at -0.2428 Eh. Its LUMO energy is -1.4 eV.

---

Short version: maximum force = 7.90, 2.60, 1.63 eV Å⁻¹, in the order given.